No. 1
The following is a quantum chemistry calculation of 5 unconnected molecules or ions with the total composition C3H14O4, from the Open Molecules 2025 dataset.

Each line ends with the Mulliken charge.
CARTESIAN COORDINATES (ANGSTROEM)
C: 2.1165 -1.3236 -0.5475  -0.28
H: -0.4690 2.2324 1.0236  0.34
H: -1.7073 3.0490 -1.2398  0.41
H: 3.8603 -0.8955 0.5526  0.28
H: 0.5889 -1.9594 -1.9041  0.39
H: 0.4870 -2.6680 -0.2635  0.29
C: 1.1619 -2.3511 -1.0597  -1.30
H: -1.1977 0.3931 -0.6728  0.03
H: -1.5534 -0.4050 1.9922  0.29
H: 2.7379 -2.3982 1.0487  0.26
H: -2.5880 0.6835 -0.1727  0.51
H: -1.2367 3.4333 -2.6297  0.42
H: -1.8923 -1.4989 2.9218  0.38
H: -1.3606 3.3535 1.5714  0.46
O: -0.8439 3.1137 0.8013  -1.03
H: 2.2617 -0.3611 -1.0378  0.47
O: -1.8344 0.0758 -0.0017  -0.69
H: 1.6762 -3.2249 -1.4565  0.41
O: -2.0076 3.1227 -2.1622  -0.98
O: -1.2087 -0.8263 2.8061  -0.87
C: 3.0094 -1.5448 0.4302  -0.81

total charge	-1
spin multiplicity	2
orbital gap (alpha / beta)	0.116 / 0.369	hartree

No. 2
The following is a quantum chemistry calculation of a molecular structure, C24H33N3O5, from the Open Molecules 2025 dataset.

Each line ends with the Mulliken charge.
CARTESIAN COORDINATES (ANGSTROEM)
H: -1.8821 0.5276 -2.0744  0.63
C: 5.6956 1.4350 -0.6961  -1.12
H: 6.1982 1.3077 -1.6034  0.49
H: 5.6283 -1.1515 -2.0126  0.25
C: -5.1304 0.8700 0.1972  0.39
O: 1.2353 -2.3823 -0.9464  -0.77
H: -1.7007 1.6243 2.1900  0.62
H: -7.4978 -0.7432 0.2634  0.22
C: 0.8100 -1.2181 1.2484  0.09
C: -5.0963 0.1868 -1.0986  0.40
N: -1.4816 2.0219 0.0429  0.08
N: 0.1703 0.0036 1.1721  0.86
H: -3.5526 -1.9403 0.6050  0.58
H: 2.6856 1.1994 -2.0666  0.65
H: -0.5109 -2.4726 2.3607  0.58
C: -3.9348 1.6229 0.2208  0.33
H: 5.1390 -2.0610 -0.2723  0.29
H: -1.6528 -4.4296 0.4003  0.58
C: -2.8529 0.5655 -1.5903  -0.55
H: 3.1945 -1.2863 -1.9703  0.69
C: -0.1536 -2.5509 1.3882  -2.29
H: 3.7678 1.7260 0.2195  0.18
H: 6.6424 -0.3881 0.1881  1.00
C: 0.1724 2.3088 1.4556  0.72
H: -3.8643 2.0558 1.3586  0.13
H: -0.6743 -4.0199 -0.8975  0.31
H: -1.8362 3.0959 1.7986  0.56
C: -0.5240 2.1752 -0.6432  0.66
C: -7.0776 0.1709 -0.2778  -0.50
C: -2.7083 -2.0536 1.1996  -2.34
C: -1.5609 -3.7285 -0.2072  -2.03
C: -4.0862 0.0359 -1.7790  -0.53
H: 5.2145 0.0099 0.9604  0.22
H: -7.9221 0.5783 -0.5430  0.51
H: -2.5622 -1.0140 1.6050  0.27
C: 5.8235 -0.2210 0.0099  -1.41
H: 1.6699 -1.5489 2.2154  0.25
C: 3.7248 -0.6762 -1.3140  -0.68
O: -6.2940 0.6078 0.6042  -0.45
N: 2.6707 -0.8999 -0.1107  0.19
O: 2.0933 1.0482 2.1681  -0.72
H: -4.0134 -0.6607 -2.9699  0.08
H: 1.5059 2.7076 0.1165  -0.18
H: -1.1263 -1.7723 -0.3191  0.17
C: 4.0987 1.8535 -0.7858  -0.60
H: -0.7200 0.1244 0.8855  -0.37
H: 0.4269 4.0189 0.0450  0.18
H: 0.5006 3.0060 2.4195  0.33
C: 0.9515 0.8140 1.5912  0.42
C: -1.3552 -2.5754 0.2673  1.45
C: 0.4381 2.8935 0.3376  -0.31
H: 4.0689 0.9170 -2.8232  0.47
H: 6.1990 2.1243 0.3129  0.27
H: -2.9793 -2.7154 1.7322  1.02
C: 5.0878 -1.1519 -0.9459  -0.29
H: 2.8122 -0.1060 0.5873  -0.08
H: 0.1629 -3.4899 1.3540  0.85
C: -2.8102 1.3635 -0.2086  0.06
C: 3.5614 0.8833 -1.8550  -1.13
H: 4.3325 2.7310 -1.1305  0.73
O: -6.4252 -0.4823 -1.2256  -0.47
C: -1.3622 2.0811 1.4886  -2.12
O: -0.5457 2.2078 -1.8168  -0.71
C: 1.5185 -1.5016 0.1458  0.39
H: -2.3069 -3.6624 -0.9714  0.48

spin multiplicity	1
orbital gap	0.310	hartree

No. 3
The following is a quantum chemistry calculation of a molecular structure, C14H25N5O6V, from the Open Molecules 2025 dataset.

Each line ends with the Mulliken charge.
CARTESIAN COORDINATES (ANGSTROEM)
H: -3.0928 1.0691 0.0053  0.48
C: -2.9059 -1.5915 2.7464  -0.97
O: -1.0814 2.4375 1.7274  -0.68
O: 1.5138 -1.7630 1.4366  -0.75
C: 0.9488 1.5665 2.3611  0.06
H: 1.8765 2.3450 4.0743  0.45
O: -2.0382 1.8131 -2.0244  -0.57
N: 1.0761 -0.5143 1.3373  1.11
C: -3.0768 0.3076 0.7832  -0.02
H: -2.6210 -3.0790 -2.5579  0.32
H: 2.7849 0.4899 4.0637  0.45
H: -3.6647 -0.5714 -3.2870  0.32
H: 2.0390 -1.1415 3.8158  0.29
C: -1.5152 -2.9724 -2.5526  -1.53
C: -4.1487 -1.0143 2.4850  -0.18
H: 0.4569 3.2648 3.5719  0.33
H: 3.1995 3.1636 -0.5014  0.23
C: -1.6728 -0.4228 -2.4948  0.21
C: -4.2360 -0.0617 1.4669  -0.98
O: 0.1569 -2.5932 -0.4161  -0.59
V: 0.0197 0.5117 -0.2287  0.12
H: 2.4451 -0.5027 -1.1902  0.26
N: -1.8932 -0.2702 1.0259  0.49
H: -2.7560 -2.3295 3.5328  0.43
H: -5.1614 0.4181 1.1629  0.42
O: 2.6996 2.5096 0.0107  -0.71
H: -1.5264 2.5075 -1.5947  0.37
H: -2.7287 0.7354 -4.0136  0.40
C: 1.5278 0.2834 2.3445  0.32
H: -1.1417 -3.0741 -3.5855  0.34
C: 2.1568 0.5679 -1.0261  -1.03
H: 1.9869 3.4103 2.6903  0.25
H: -0.8442 -1.7069 2.1282  0.39
H: 2.9377 1.3390 -0.5552  0.37
C: 1.3223 2.7115 3.2093  -1.59
C: -1.8072 -1.2251 1.9633  -0.14
N: -0.1304 1.6263 1.5151  0.80
H: 3.3799 -0.6034 2.7525  0.28
N: -1.2816 0.6255 -1.7499  0.79
H: -1.0624 -3.7441 -1.9126  0.37
H: 0.4524 3.1643 -1.4419  0.26
C: 2.4946 -0.2640 3.3155  -1.45
H: 0.7993 -2.2640 0.4093  0.38
H: 1.4717 2.6193 -0.2826  0.22
C: -1.1149 -1.6269 -2.0210  0.48
H: 1.8214 1.0353 -1.9660  0.15
H: -2.4223 -0.9491 -4.4253  0.40
C: -2.6581 -0.2727 -3.5990  -1.60
O: 0.3536 2.5646 -0.6758  -0.79
H: -5.0377 -1.2933 3.0491  0.38
N: -0.2640 -1.4307 -0.9853  0.63

spin multiplicity	4
orbital gap (alpha / beta)	0.227 / 0.210	hartree

No. 4
The following is a quantum chemistry calculation of C6H12O in the gas phase, from the Open Molecules 2025 dataset.

Each line ends with the Mulliken charge.
CARTESIAN COORDINATES (ANGSTROEM)
H: -0.6775 -2.2360 -2.0884  0.39
C: -0.5826 -1.1781 -1.8111  -1.37
H: 1.4445 -1.2663 1.8980  0.34
H: 0.9113 -1.5510 -0.3203  0.28
H: -0.2428 1.6684 -1.4966  0.33
O: 0.7384 -0.7763 2.3390  -0.54
H: 0.6613 2.3578 -0.1474  0.44
H: 1.2183 1.2226 1.8728  0.31
C: -0.0822 -1.0788 -0.3707  -0.53
H: 1.4385 1.1851 -1.2229  0.34
H: 0.1225 -0.7090 -2.5073  0.32
H: -1.6279 0.0175 1.6754  0.28
H: -1.5576 -0.6930 -1.9416  0.34
H: -1.2039 1.7888 1.3964  0.27
C: 0.4962 1.4380 -0.7209  -1.67
C: 0.0268 0.3317 0.2036  1.31
H: -0.7190 -1.6740 0.2887  0.40
C: -0.8961 0.7459 1.3303  -1.05
C: 0.5317 0.4068 1.6231  -0.17

spin multiplicity	1
structure (SMILES)	CC[C@@]1(C)C[C@H]1O
orbital gap	0.383	hartree

No. 5
The following is a quantum chemistry calculation of a molecular structure, C27H26FGaN5O9, from the Open Molecules 2025 dataset.

Each line ends with the Mulliken charge.
CARTESIAN COORDINATES (ANGSTROEM)
C: 1.9344 -0.4902 1.2818  0.19
C: -2.6096 2.8868 -4.4666  0.62
H: 3.7390 1.6899 3.1906  0.47
H: 1.0019 -1.0436 1.2662  0.56
H: -3.8306 5.0906 2.8111  0.36
Ga: 0.0747 4.2006 -4.3877  0.52
H: -1.0401 2.3667 -6.0191  0.24
C: 2.2721 0.3317 2.3556  -0.31
H: 4.7005 -0.0048 -0.6225  0.44
H: -2.4030 3.5408 4.1107  0.40
C: -1.2350 2.8564 0.9994  -0.28
O: 0.3313 -0.2277 3.4712  -0.56
C: -2.2994 3.5963 3.0310  -0.64
C: -3.9460 -3.4420 -2.2362  0.10
N: 1.3618 0.4396 3.4969  1.15
H: -3.9549 -1.5594 -1.1651  0.43
O: -5.0108 -3.5435 -0.1943  -0.61
H: 5.0779 -5.4174 3.7174  0.44
N: -1.9262 3.7712 -1.1851  1.07
C: -3.1036 4.4671 2.3008  -0.39
C: 4.3430 0.9194 1.2860  -0.53
H: -2.3630 3.3015 -3.4339  -0.60
H: -0.5039 2.2247 0.5059  0.68
H: 4.8474 -5.5189 6.1689  0.37
C: 4.2211 -4.8438 5.5951  -0.44
H: -0.7372 2.1198 2.9548  0.18
O: 4.4519 -4.6155 1.4907  -0.61
H: 2.5613 -1.2448 -0.6313  0.45
H: -3.7731 -5.1668 -3.5343  0.42
O: -4.8740 -5.3626 -1.3599  -0.62
C: -3.0042 -1.3954 -3.0777  -0.36
O: -1.1152 3.0144 -1.7090  -0.44
H: -2.1205 -1.5109 -5.0329  0.44
C: -1.4645 3.3155 -5.5282  -0.80
C: 4.0145 0.0938 0.2133  -0.53
N: -4.6617 -4.1694 -1.1854  1.00
C: 2.6053 -3.1019 4.1315  -0.05
C: -2.6296 -2.0560 -4.2437  -0.47
H: 3.1847 -4.0955 7.3238  0.37
C: -2.9788 4.5360 0.9164  -0.47
H: 1.0178 5.1200 -5.2912  -0.36
H: -1.8552 4.0220 -6.3383  0.32
H: 1.9722 -2.4188 3.5750  0.50
H: -3.6563 3.2234 -4.8044  0.18
C: -1.3640 2.7955 2.3826  -0.01
H: -0.5823 5.0055 -3.1398  -0.20
C: -2.9057 -3.4113 -4.4031  -0.41
H: -2.7833 -0.3397 -2.9590  0.52
C: 2.1429 2.5238 -4.3819  0.36
O: 1.6808 1.1855 4.4134  -0.64
C: 4.3487 -4.7846 4.2113  -0.41
C: -2.0470 3.7236 0.2736  -0.30
N: 3.3215 2.3175 -4.6116  -0.65
C: 3.4714 1.0438 2.3618  -0.33
O: 2.9316 -3.0759 1.4302  -0.56
C: 2.4827 -3.1699 5.5151  -0.55
N: 3.6494 -3.8650 2.0276  1.02
O: 0.9974 2.7090 -3.5691  -0.33
H: 1.7572 -2.5453 6.0260  0.41
H: 5.2814 1.4638 1.2835  0.39
C: -3.5640 -4.1116 -3.3976  -0.33
H: -2.6098 -3.9214 -5.3140  0.36
F: -2.5411 1.4293 -4.3375  -0.30
O: -2.6421 4.5593 -1.7888  -0.56
C: 2.8124 -0.6060 0.2081  -0.75
C: 3.2870 -4.0410 6.2440  -0.36
H: -3.6109 5.2183 0.3588  0.43
C: -3.6656 -2.0866 -2.0676  -0.49
C: 3.5353 -3.9159 3.4868  -0.13

total charge	-1
spin multiplicity	1
orbital gap	0.210	hartree

No. 6
The following is a quantum chemistry calculation of a molecular structure, C46H30CeI4N4O, from the Open Molecules 2025 dataset.

Each line ends with the Mulliken charge.
CARTESIAN COORDINATES (ANGSTROEM)
H: -1.2002 6.1628 -5.3647  0.43
H: 4.2364 4.0249 4.3161  0.41
I: -2.3246 -6.6795 -6.6949  0.18
C: -2.8495 -3.7371 -3.5625  0.08
H: 0.7961 -3.8981 3.6083  0.49
H: -1.5117 -4.8039 -1.1865  0.59
H: 2.6830 4.3536 -5.4867  0.41
C: -0.7786 1.3647 -2.8421  0.27
C: -0.3624 -4.9640 5.0605  -0.76
C: -2.6747 -4.3072 5.2584  -0.75
C: -0.8721 4.5506 -3.9886  -0.13
C: 1.6885 4.4100 -5.0656  -0.73
C: -0.3673 2.6514 -2.4203  1.07
C: -1.2646 -0.4103 -4.1606  -1.16
C: 0.6943 4.2713 0.6325  -1.20
H: 0.8285 5.0761 -1.3977  0.58
C: -0.9978 0.9316 -4.1842  -1.26
C: 0.5103 4.3035 -0.7150  -1.12
C: 2.4118 3.3306 3.4253  0.10
N: -0.6009 0.2350 2.2092  0.10
H: -3.6807 -3.3639 -2.9747  0.50
H: 2.9192 0.6441 -0.8780  0.28
H: 2.9145 2.6461 2.7503  0.48
C: -1.2040 -0.8535 -2.8036  0.07
C: 3.1578 4.1024 4.3035  -0.71
C: -1.6104 -5.1088 5.6527  -0.10
C: -1.2810 -2.6013 -0.9866  0.43
I: -1.8875 -6.5329 7.1440  0.18
I: 1.3575 6.6826 -7.0288  0.18
H: -3.6467 -4.4229 5.7181  0.42
H: 1.1894 5.0127 1.2400  0.59
C: -1.3405 -3.9485 0.8305  -1.29
C: 2.5180 -1.2350 -0.2966  0.20
H: -0.9597 1.5745 -5.0498  0.60
C: -2.4850 -3.3546 4.2671  0.03
H: 0.1054 -5.0672 -5.6646  0.40
O: 2.2000 0.1978 -0.4052  -0.27
H: -3.3142 -2.7292 3.9565  0.54
H: 0.4640 -5.5893 5.3695  0.42
C: 0.1291 3.0487 1.1357  0.42
C: 0.0250 3.6018 -3.5132  -0.57
C: 2.5069 4.9755 5.1692  -0.14
C: 0.3838 4.3015 4.2709  0.08
H: 2.0911 -1.5696 0.6537  0.25
H: -0.6972 4.3871 4.2597  0.52
N: -0.9313 0.2612 -2.0248  0.21
C: -0.7745 -0.8660 3.0339  0.00
C: 1.0212 3.4251 3.4032  -0.53
H: -4.0652 -5.1106 -4.6729  0.41
I: 3.6197 6.1337 6.4918  0.18
H: 4.4327 -1.1616 -1.2714  0.44
H: 2.0044 2.7881 -3.7021  0.47
Ce: -0.2009 0.2220 0.0513  -0.62
C: 0.2417 2.5663 2.4483  0.73
C: -0.0795 0.8667 4.3179  -1.18
H: 0.2404 1.4816 5.1444  0.58
C: -3.0684 -4.7209 -4.5173  -0.72
C: -0.1541 1.3046 2.9611  0.37
C: -1.2370 -3.2021 3.6682  -1.02
C: -2.0028 -5.1983 -5.2695  -0.12
C: -1.3926 -3.9492 -0.5391  -1.22
C: 1.1237 5.0771 5.1554  -0.68
H: -1.8710 4.6084 -3.5710  0.55
H: 2.0240 -1.7587 -1.1179  0.25
C: -0.1798 -4.0103 4.0684  0.11
H: 4.2037 -2.5412 -0.2014  0.43
C: -1.1754 -2.6036 1.2645  0.30
C: 0.7838 5.3585 -5.5297  -0.13
N: -1.1341 -1.8007 0.1360  0.24
C: -1.0616 -2.1653 2.6033  1.78
H: -1.4098 -4.8025 1.4864  0.58
C: 1.3034 3.5341 -4.0613  0.08
N: -0.4573 2.3946 0.0577  0.09
H: -0.5419 -1.0723 5.2388  0.58
C: -1.3405 -2.1645 -2.3315  1.56
C: -0.7223 -4.6945 -5.0770  -0.77
H: 4.4981 -0.9442 0.4950  0.38
H: 0.4863 -3.3087 -3.9777  0.45
C: -0.4787 -0.4410 4.3657  -1.13
C: -0.4961 5.4286 -4.9978  -0.70
C: -0.1644 3.0954 -1.1064  0.28
H: 0.6194 5.7584 5.8275  0.42
C: -0.5122 -3.7057 -4.1259  0.08
C: 4.0042 -1.4765 -0.3177  -1.52
C: -1.5718 -3.2246 -3.3624  -0.90
H: -1.4833 -1.0457 -5.0051  0.61

total charge	+2
spin multiplicity	1
orbital gap	0.186	hartree

No. 7
The following is a quantum chemistry calculation of 11 unconnected molecules or ions with the total composition C4H29NO12, from the Open Molecules 2025 dataset.

Each line ends with the Mulliken charge.
CARTESIAN COORDINATES (ANGSTROEM)
C: -3.8174 0.3900 -0.6043  -0.80
H: 2.4204 2.2222 -0.1326  0.42
H: 1.0424 -1.6816 -3.6065  0.37
H: 0.4592 -1.8489 1.4200  0.28
H: -2.4387 0.1927 -1.9371  0.21
H: 2.2104 -1.7556 -2.4133  0.35
H: -0.3283 -3.0267 -1.3251  0.28
H: -4.8700 0.0963 -0.4942  0.45
O: 2.2279 -2.6683 -2.6482  -0.68
H: 3.6542 2.6761 -0.7639  0.30
H: -1.4471 -0.0741 2.0723  0.33
H: -0.8588 0.5146 0.7644  -0.69
H: 3.8824 1.0455 2.5557  0.30
O: 0.1468 -1.3339 -3.7716  -0.61
H: -2.5750 -1.1833 0.1897  0.38
H: 3.4414 0.4357 -0.3249  0.31
H: 0.3975 1.7114 -0.1562  0.31
H: 1.6647 -1.1927 3.7138  0.32
N: -3.4306 0.1519 -2.0310  -0.58
O: 3.3421 2.4438 0.1491  -0.66
O: 0.3039 -2.3590 2.1710  -0.66
O: -1.8894 2.7074 0.5632  -0.37
H: -3.7062 -0.8045 -2.2684  0.28
H: -1.7188 1.9507 -1.6890  0.28
O: 3.2769 -0.4530 -0.7175  -0.62
O: 2.3234 -1.8773 3.6342  -0.71
H: -0.5040 -2.8913 1.9943  0.30
C: -3.0217 -0.3164 0.6063  -0.66
H: 0.7300 -4.0003 -1.1765  0.28
H: 2.7882 -0.7751 0.0513  0.28
H: 0.6869 1.6042 -1.6628  0.32
H: -1.5941 1.9944 -3.0770  0.28
C: -1.9272 0.5442 1.1811  0.92
O: 1.1036 1.5573 -0.8103  -0.70
H: -3.7780 -0.2468 1.3780  0.38
H: 3.3759 -0.2903 3.1286  0.34
H: -1.9502 3.6128 0.8742  0.29
O: 0.1004 -3.5239 -0.6357  -0.57
C: -2.3097 1.8801 1.5763  0.18
H: 3.0844 -2.9847 -2.3739  0.30
O: 3.8533 0.0962 2.3935  -0.59
O: -2.7149 2.2796 2.6464  -0.57
H: -3.7559 1.5212 -0.5567  0.38
H: 0.2674 -0.4558 -4.0576  0.28
O: -1.0264 1.8411 -2.3260  -0.64
H: 1.8696 -2.4273 2.9470  0.40

spin multiplicity	1
structure (SMILES)	NCCCC(=O)O.O.O.O.O.O.O.O.O.O.O
orbital gap	0.372	hartree

No. 8
The following is a quantum chemistry calculation of C7H8S in the gas phase, from the Open Molecules 2025 dataset.

Each line ends with the Mulliken charge.
CARTESIAN COORDINATES (ANGSTROEM)
H: -1.9275 2.3130 0.0544  0.21
C: -1.2922 1.4191 0.0578  -0.37
C: -2.1407 0.3691 -0.4467  -0.05
H: 2.5161 -1.1887 -1.1700  0.23
C: 2.0912 -1.5964 -0.1390  -1.13
C: 0.9683 -0.6163 -0.0594  0.06
C: -0.0683 1.5302 0.6012  -0.26
H: 0.2017 2.3784 1.1210  0.38
H: 1.6225 -2.6054 -0.4486  0.29
H: -2.8542 0.7573 -1.0660  0.45
H: 1.9719 0.9977 0.8735  0.33
C: -2.1044 -1.0634 -0.7301  -0.51
C: 1.0436 0.5739 0.6036  -0.28
S: -2.8779 -0.9307 0.7309  -0.01
H: 0.0142 -0.7230 -0.6065  0.27
H: 2.8356 -1.6146 0.6238  0.38

spin multiplicity	1
orbital gap	0.291	hartree

Largest force on an atom: 1.968; 19.604; 4.619; 0.335; 5.797; 1.453; 5.959; 4.958 (eV/A)